No. 1
18
Properties=species:S:1:pos:R:3 method="wB97M-V/def2-TZVPD" spin_multiplicity=1 energy_ha=-376.73493 orbital_gap_ev=10.8 de_lowest_kcal_mol=80.4 lumo_ha=-0.1187 molar_mass_g_mol=107.1 total_charge=+1
O 0.29074 0.90826 1.51255
N 1.61648 0.92949 -0.94575
N -2.12988 0.84963 0.82371
N -1.21206 -0.05068 0.29274
N -1.51488 -1.03349 -0.62243
C 0.04678 -0.11016 0.79240
C 0.75953 -1.34849 0.59238
H 1.22394 0.91319 -1.91049
H -1.72749 1.14496 1.70952
H -1.60605 -0.76900 -1.54511
H 1.44624 -1.13692 -0.28783
H 2.67954 0.78885 -1.17683
H 1.23866 0.66097 1.92658
H -2.32438 -1.49467 -0.27454
H 1.34505 -1.62499 1.46798
H 0.04580 -2.15534 0.32677
H -2.26156 1.68272 0.23985
H 1.58813 1.96808 -0.60442



No. 2
90
Properties=species:S:1:pos:R:3 method="wB97M-V/def2-TZVPD" spin_multiplicity=1 energy_ha=-4389.87575 orbital_gap_ev="3.7 / 4.3" de_lowest_kcal_mol=77.8 lumo_ha="-0.4341 / -0.4106" molar_mass_g_mol=580.4 total_charge=+3
Ga 0.31852 0.00052 -0.15231
P 2.58884 1.13044 0.71874
P -1.14886 0.52747 2.12424
P -1.22875 1.79053 -1.37973
P 0.86053 -2.34040 0.65722
O 1.05774 -0.50034 -2.00461
C -1.13824 -2.51431 -4.14837
C -0.59411 -3.42893 0.89298
C 1.21639 -1.00802 -4.27734
C 3.90445 0.00172 -0.03392
C 5.26601 -0.00262 0.67097
C 1.97261 2.41462 3.15326
C 3.99487 3.60539 0.24950
C 2.97343 1.41857 2.54925
C 4.36577 1.78836 3.07940
C -0.43856 -2.40062 -5.35259
C -0.39811 -0.19259 3.64101
C -2.82992 -0.21926 2.07002
C -3.01246 1.34933 -1.44107
C -0.68044 -1.88182 -2.99565
C -0.78706 1.86384 -3.16153
C 1.81516 -3.11185 -0.69556
C 2.69574 2.84693 0.00144
C 0.52154 -1.13351 -3.05928
C 0.72820 -1.63290 -5.40907
C 1.23693 -3.88954 -8.87871
C 1.92252 -2.52787 2.13816
C 2.32856 2.90458 -1.48520
C -1.16212 3.55063 -0.84344
C 0.00538 -4.33853 -8.59612
C 4.08848 0.19985 -1.54085
C -1.49232 2.29538 2.53090
H -1.13668 2.92083 1.69910
H 1.40230 2.36669 -1.70763
H 0.94592 2.24879 2.82946
H 1.67264 -3.46565 2.65156
H -1.14836 2.80249 -3.60515
H -3.53098 1.61453 -0.50942
H -0.15210 -5.30925 -8.11432
H -0.98697 0.12686 4.51226
H 2.19173 3.95169 -1.79782
H 2.56796 -2.40293 -1.06801
H 2.98033 -2.55381 1.84428
H 2.74117 0.40345 2.93008
H 2.12928 -4.47388 -8.63165
H -1.27260 -3.32505 0.03410
H -1.31761 4.20167 -1.71456
H 0.30097 1.80368 -3.29951
H 0.64017 0.15177 3.76049
H -0.41013 -1.29016 3.57893
H -2.75014 -1.29573 1.86019
H 1.39551 -2.93393 -9.38900
H -0.88824 -3.76821 -8.86967
H 4.12774 3.89824 1.29121
H 5.21615 -0.45989 1.66598
H 2.00066 2.33815 4.25426
H 2.12176 -0.39747 -4.26865
H -2.05541 -3.09409 -4.09892
H -3.10204 0.26477 -1.59574
H 2.31392 -4.02527 -0.34596
H 1.89546 3.35601 0.56777
H -3.31892 -0.06291 3.04276
H 4.71366 -0.61473 -1.93674
H 4.71481 2.77523 2.73712
H -1.06213 -0.72424 -0.35439
H 1.14118 -3.35539 -1.52757
H 5.98253 -0.60903 0.10306
H 4.60630 1.14586 -1.76469
H 2.23682 3.45571 2.91011
H 1.26754 -1.52343 -6.35392
H -1.24740 1.01707 -3.69012
H 1.76475 -1.68630 2.82482
H -0.80603 -2.90187 -6.25441
H 3.44381 -0.98875 0.12059
H -0.17495 3.76827 -0.40968
H -1.93714 3.76180 -0.09664
H 4.28877 1.86204 4.17524
H 4.87739 3.04098 -0.09233
H 5.13276 1.04622 2.87262
H -1.23451 -1.93885 -2.05776
H -2.57452 2.44476 2.64919
H -3.42378 0.25681 1.27635
H 3.97658 4.54190 -0.32990
H 5.68011 1.01109 0.73126
H -3.48009 1.87686 -2.28440
H 3.12632 0.14706 -2.06730
H -1.14401 -3.15791 1.80649
H -0.25246 -4.47140 0.96412
H 3.12807 2.47809 -2.10918
H -0.98681 2.60641 3.45693



No. 3
28
Properties=species:S:1:pos:R:3 method="wB97M-V/def2-TZVPD" spin_multiplicity=1 energy_ha=-428.78613 orbital_gap_ev=7.6 de_lowest_kcal_mol=108.7 lumo_ha=0.0187 molar_mass_g_mol=142.2
O 1.23262 1.66691 1.57917
C 2.30634 -0.90296 -0.89638
C -1.37926 -2.01773 -0.80282
C -1.74842 -0.89344 -0.17798
C -1.35849 0.93197 -1.91761
C 1.13919 0.44932 0.92577
C 2.40091 0.22188 0.12774
C -1.28933 0.62637 -0.58972
C -1.90497 1.62330 0.38095
C 0.53430 -0.64633 1.68792
H 1.51956 -0.70559 -1.62275
H -0.47162 -2.07807 -1.38631
H 2.10930 -1.86277 -0.42035
H -2.96490 1.76537 0.17058
H -0.57810 -0.78120 1.28695
H 3.25268 -0.99987 -1.42703
H 2.64451 1.16302 -0.37079
H -2.70129 -0.88046 0.34322
H -1.39264 2.58153 0.30391
H 0.06937 0.59438 -0.09548
H 0.91594 -1.62870 1.43430
H 0.44068 1.80971 2.11045
H -1.78069 1.27365 1.40628
H -1.93704 -2.93797 -0.70658
H -1.77567 1.86881 -2.25716
H 0.57716 -0.49564 2.77192
H 3.21711 0.02228 0.83053
H -1.07723 0.23219 -2.68875



No. 4
57
Properties=species:S:1:pos:R:3 method="wB97M-V/def2-TZVPD" spin_multiplicity=1 energy_ha=-1279.78073 orbital_gap_ev=8.6 de_lowest_kcal_mol=40.3 lumo_ha=0.0191 molar_mass_g_mol=401.5
O -2.44737 0.13122 -3.12094
N -0.90425 -0.30102 2.35293
N 0.38105 1.34312 -3.99585
N 1.17330 -1.39847 -3.87838
N -2.12662 -0.42813 -0.96626
N -1.65885 -0.88570 1.39611
C 2.13503 1.76079 4.46502
C -3.50106 -4.07033 1.12825
C -0.86985 1.41936 -1.88445
C 0.63215 1.54367 2.59594
C -0.27951 1.63900 -0.68041
C 1.33443 -2.45114 -4.85847
C 1.65965 0.96755 -3.42013
C 2.14629 -0.33240 -4.05835
C -0.45669 2.15877 -3.13221
C -0.27057 0.71939 1.80936
C 2.37290 3.09491 4.15005
C -0.62103 0.82849 0.42952
C -4.05131 -4.15283 2.39599
C -2.69663 -2.99919 0.78144
C -1.52027 -0.22242 0.22313
C -2.45643 -1.99312 1.71146
C -2.98997 -2.08530 2.99326
C 1.71625 3.64287 3.05535
C -3.78327 -3.16472 3.33000
C 0.85557 2.88292 2.28677
C -1.85634 0.36586 -2.08335
C 1.27740 0.99453 3.70377
C 1.17581 -1.93699 -2.53568
C 3.32597 3.91324 4.96576
H -0.12728 0.49536 -4.23782
H 2.63031 1.32149 5.31945
H 4.34820 3.74215 4.62589
H 0.45071 2.42715 -0.57033
H 2.38277 1.76575 -3.62848
H 3.13575 -0.60065 -3.64794
H 0.38381 -2.68075 -2.45293
H 1.61192 0.84613 -2.32582
H 1.24950 -2.02756 -5.85774
H 2.13399 -2.41494 -2.27200
H 3.27280 3.63610 6.01638
H 2.25468 -0.15910 -5.13081
H -2.23188 -2.97041 -0.19264
H 1.87626 4.68213 2.80456
H 3.11095 4.97466 4.86809
H -4.67792 -4.99138 2.65855
H -4.19830 -3.23319 4.32410
H -2.76418 -1.30681 3.70439
H 0.97712 -1.14475 -1.81616
H -1.34586 2.42522 -3.70868
H -3.68886 -4.84929 0.40464
H 0.33105 3.34110 1.46235
H 0.09288 3.06811 -2.87304
H -2.83757 -1.13936 -1.08376
H 0.53863 -3.18311 -4.72581
H 2.30348 -2.96881 -4.77443
H 1.09127 -0.03917 3.95035



No. 5
72
Properties=species:S:1:pos:R:3 method="wB97M-V/def2-TZVPD" spin_multiplicity=1 energy_ha=-2867.80459 orbital_gap_ev=6.1 de_lowest_kcal_mol=10.3 lumo_ha=-0.1399 molar_mass_g_mol=569.5 total_charge=+1
Sc -0.09496 0.01554 0.04274
P 0.07372 -2.34648 -0.97223
P -2.20507 1.02996 -1.02205
O 2.86732 -0.73480 1.01754
N -0.90566 -0.31384 2.00437
N 0.16062 0.18818 -3.22731
C -0.14349 -2.43940 2.87229
C 1.30729 -0.45886 -3.56077
C 0.28705 -2.64652 -2.80119
C -2.54336 -1.96684 2.77559
C -0.41166 -3.69217 3.40462
C -0.24442 3.13301 3.10708
C -2.46844 1.26151 -2.85216
C -0.44721 4.22742 -4.14540
C 1.02526 2.28429 -4.12310
C -3.75286 0.19402 -0.56515
C -0.98476 0.84661 2.74587
C -0.05929 1.47473 -3.59659
C -2.80973 -3.23081 3.28797
C 1.33581 -3.47500 -0.34528
C 2.26389 1.65007 -4.32416
C -1.20806 -1.57102 2.56118
C -1.34446 2.08613 -3.41469
C -1.74502 -4.09344 3.59163
C -1.51093 3.43208 -3.69906
C 3.67020 -0.40504 -4.29102
C 2.68395 -2.47686 -3.54451
C -1.67643 2.02893 4.74889
C 1.87077 -0.39112 0.50228
C -1.42777 -3.32379 -0.67584
C 3.79112 -1.74840 -3.99620
C -1.71901 0.89496 3.94182
C 0.78782 3.66014 -4.39706
C 1.45962 -1.86790 -3.32522
C -0.93705 3.13530 4.32105
C 2.44155 0.27748 -4.08245
C -0.27568 1.99987 2.30362
C -2.59596 2.73190 -0.48204
H 2.77175 -3.54739 -3.35102
H 0.44608 -3.72178 -2.95132
H -3.73912 0.07908 0.52704
H -2.49698 3.87357 -3.55962
H -3.33801 -1.27010 2.51444
H -3.43196 1.76852 -2.97694
H -1.65548 -3.34560 0.39529
H -1.26419 -4.34261 -1.04884
H -2.22938 2.01893 5.68688
H 2.33604 -3.07746 -0.54894
H -2.58397 2.77014 0.61861
H 4.73407 -2.26264 -4.11410
H -0.88904 4.00447 4.96833
H -3.81966 -0.80143 -1.03060
H -2.30963 0.00986 4.21762
H 0.28843 1.99763 1.34790
H 0.41445 -4.37490 3.62957
H -0.61852 5.28512 -4.29944
H 1.21549 -4.45424 -0.82365
H -4.59291 0.82403 -0.87725
H 0.31926 4.01697 2.78963
H -1.96348 -5.09534 3.98575
H -1.83366 3.42319 -0.86460
H 4.51699 0.18228 -4.67201
H -2.48314 0.24828 -3.26821
H -3.84006 -3.56786 3.41067
H -3.58134 3.01810 -0.86197
H 1.21128 -3.56557 0.73669
H 3.10251 2.22365 -4.72724
H -0.65744 -2.31940 -3.24404
H -2.26930 -2.85651 -1.20282
H 1.11543 1.09177 -0.60057
H 1.63003 4.25074 -4.78674
H 0.87462 -2.10171 2.67341



No. 6
16
Properties=species:S:1:pos:R:3 method="wB97M-V/def2-TZVPD" spin_multiplicity=1 energy_ha=-376.03800 orbital_gap_ev="7.9 / 7.9" de_lowest_kcal_mol=132.1 lumo_ha="0.0089 / 0.0087" molar_mass_g_mol=112.1
N 1.96410 0.58802 -0.33161
N 3.19293 0.16368 -0.25637
N 1.03644 0.03886 0.46402
N 3.71910 -0.78275 0.45356
C -1.36784 -0.05951 0.73166
C -0.18708 0.53537 0.18268
C -2.73107 0.41526 0.14667
C -2.15748 -0.82715 -0.38476
H 4.54652 -1.02294 -0.01455
H -1.38593 -0.43836 1.72768
H 3.85003 0.66320 -0.93740
H -0.19777 1.16711 -0.76238
H -2.51164 -1.74087 0.04496
H -1.69115 -0.74509 -1.47817
H -3.50133 0.67555 0.85123
H -2.57782 1.36963 -0.43723



No. 7
36
Properties=species:S:1:pos:R:3 method="wB97M-V/def2-TZVPD" spin_multiplicity=1 energy_ha=-4467.06118 orbital_gap_ev=9.5 de_lowest_kcal_mol=0.0 lumo_ha=0.0230 molar_mass_g_mol=433.1
Br 4.11218 0.87564 0.41763
Cl -0.96594 -2.54454 -1.76560
Cl 0.98557 -0.23376 2.69193
O -0.59606 2.94457 0.07216
O -1.62731 -1.44054 2.79323
O -2.62785 1.41438 1.23206
O -3.07532 0.92646 -0.91002
N -1.13809 -0.87255 0.63982
C 2.51649 -2.86385 0.14141
C 0.94177 0.47269 -2.19259
C -2.63402 1.66663 -0.06693
C -1.93715 2.99685 -0.35642
C 2.43212 1.06520 -0.44173
C 2.17479 0.32998 -1.58671
C 0.30407 -2.36442 -0.60474
C -0.01992 1.32411 -1.67251
C -3.06817 0.13207 1.67088
C 2.33809 -2.03220 1.23073
C -1.87192 -0.82700 1.78793
C 1.50596 -3.02133 -0.79213
C 0.25627 2.05979 -0.52425
C 1.49916 1.92622 0.09496
C 1.13857 -1.35592 1.39948
C 0.08572 -1.53793 0.49962
H -2.39648 3.78911 0.23934
H 3.13281 -1.87925 1.94278
H 2.92045 -0.33613 -1.98941
H 1.70301 2.49777 0.98567
H -3.51029 0.26898 2.65823
H 0.71990 -0.08832 -3.08704
H 3.45422 -3.37946 0.00966
H -0.97081 1.40167 -2.17408
H -2.02377 3.23338 -1.42332
H -1.59238 -0.62563 -0.23301
H 1.64196 -3.65195 -1.65599
H -3.80764 -0.27072 0.96897



No. 8
142
Properties=species:S:1:pos:R:3 method="wB97M-V/def2-TZVPD" spin_multiplicity=1 energy_ha=-3600.19433 orbital_gap_ev=7.5 lumo_ha=-0.0036 molar_mass_g_mol=990.0
F 6.06364 3.42098 -2.25640
F 3.20990 -2.50084 -3.99835
F 1.46091 -6.15106 0.48906
F 6.68152 0.96790 -0.38347
O -0.36530 -4.61071 -1.12433
O 5.56297 5.36196 -1.06652
O 6.51979 -0.04799 -4.65669
O 3.55540 4.84891 -1.61004
O 6.37793 -1.55279 1.12974
O 5.12481 -0.81831 -0.38003
O 4.08294 6.93677 -1.91548
O 1.61463 -4.02098 -0.37246
O -0.82751 -0.72838 -3.66883
O 5.89095 -2.83544 -0.58007
O -0.35780 4.18497 6.38156
O -0.28763 3.49262 4.19983
O -2.79844 0.22528 7.58415
O 1.13256 -3.63831 -2.46860
O 1.58780 3.59599 5.31109
O 4.28165 0.17714 -4.39431
O 1.20450 3.78597 -0.53235
O 5.34212 -1.67260 -3.57191
O 2.35578 1.30848 0.30444
N -2.14668 -0.94783 -4.00812
N -0.13271 2.93527 -3.07412
N -3.19233 -0.43537 6.43294
C -0.51097 -4.71557 0.28489
C -0.80894 2.84723 -1.67255
C 0.60749 3.10591 3.23097
C 1.01513 -4.86979 0.61722
C -4.84992 -1.86191 7.74712
C -2.57478 0.06693 5.17082
C 1.31395 -0.70038 -0.51286
C 3.99390 -1.73848 -3.18122
C 1.91388 3.22839 3.95102
C -2.96382 1.54500 4.93002
C -3.77372 -1.72840 -5.68281
C 1.35354 0.39939 0.58593
C 0.27220 3.77233 5.41097
C -3.04974 -0.73028 3.89410
C 5.47018 -0.51276 -4.27573
C 0.83559 -4.07114 -1.40835
C -1.03721 -0.16830 5.19450
C -1.49219 -2.91705 -5.39402
C -3.19021 -0.06295 -1.93197
C -2.55076 -2.41435 -2.08589
C -3.64644 -1.85271 6.66081
C 4.48059 5.81180 -1.68486
C 1.17093 2.07179 -3.31927
C 3.54177 -0.24478 -3.35215
C 5.61396 3.92621 -1.06100
C -3.43050 -2.24131 4.11593
C -4.61345 -2.58185 -4.68063
C 5.80704 -1.84323 0.05993
C -1.65613 -0.56311 -6.33322
C -2.28659 -1.60846 -5.33388
C -4.22774 -2.53323 5.42709
C 4.11654 3.65993 -1.01529
C -1.25140 2.69621 -4.14433
C -0.23296 3.85673 -0.63275
C -2.55476 -2.87334 7.22643
C 6.04909 -0.26742 1.53071
C -3.06334 -1.31115 -2.92644
C 5.70287 0.39529 0.25009
C -4.47806 -1.55025 -3.47818
C 1.45291 -0.46327 1.90608
C 0.37184 4.40002 -3.47846
H -1.83249 -3.00195 6.42027
H -3.06778 -2.45199 -1.12705
H -1.89821 2.85197 -1.63277
H 2.41042 2.26572 4.07271
H 1.08874 4.87242 -2.80690
H -0.48006 5.05047 -3.67668
H 0.37173 -1.22819 -0.36550
H -3.88728 -0.39079 3.28467
H -4.09058 -2.60840 3.33003
H -2.33143 2.25353 5.46498
H 1.40485 0.09830 2.83905
H 1.22657 -0.30587 -1.52519
H 0.55310 -1.07285 1.98892
H -1.82261 -3.39407 -6.31671
H 0.39759 0.90116 0.73586
H 1.60528 3.00600 -0.14169
H 2.03847 2.32002 -2.70783
H -1.83778 -3.55244 -4.57857
H 2.11218 -1.44245 -0.52926
H 0.89526 4.38967 -4.43451
H -0.52209 0.39813 4.41868
H 0.96781 1.01742 -3.13178
H -0.64103 0.38127 6.04839
H 6.87044 0.16515 2.10199
H -2.90971 1.65774 3.84722
H -4.05793 -3.44768 -4.32027
H 2.60056 3.91982 3.46265
H -4.52752 -1.56754 8.74586
H -0.42043 -2.87523 -5.19994
H -0.38687 -1.57978 -3.61820
H -3.67801 -0.42438 -1.02669
H -5.23345 -2.18809 5.18728
H -0.72457 -1.19563 5.38148
H 6.22067 3.38650 -0.33387
H -2.26762 -0.77490 3.13622
H -2.90852 -3.84142 7.58106
H -0.69533 3.84289 0.35422
H -1.10372 -5.58837 0.55872
H 2.29430 -1.14282 1.77057
H -0.78126 2.35521 -5.06671
H -0.63821 -0.35299 -6.00489
H -5.09940 -0.65478 -3.49091
H 3.73827 3.50680 -0.00456
H -4.02275 1.70189 5.13535
H 3.82611 0.24024 -2.41833
H -1.49414 -2.38952 -1.81938
H -2.00460 3.48375 -4.16868
H -4.27463 -3.62197 5.45076
H -5.16131 -2.87786 7.98994
H -2.06049 -2.32191 8.02626
H -0.50993 4.82712 -1.04474
H -3.72028 0.76427 -2.40400
H -2.22285 0.36522 -6.26165
H 3.82662 -2.23127 -2.22348
H -4.97469 -2.18699 -2.74606
H -1.05491 -3.87795 0.72147
H -2.56245 -3.27976 -2.74849
H 4.94607 1.16536 0.39957
H 5.19059 -0.38875 2.19129
H 3.91941 2.84393 -1.71056
H 1.49462 2.24390 -4.34578
H -4.22035 -0.76857 -5.94235
H -2.52140 -2.83228 4.00464
H 0.43536 2.05367 3.00461
H -1.77275 -0.83258 -7.38292
H 0.56854 3.73460 2.34139
H -2.23632 0.31367 -1.56273
H -3.92760 -2.19427 -6.65614
H -1.68370 1.77563 -3.75223
H 1.20784 -4.48070 1.61701
H -3.27407 1.05460 7.49694
H -5.73827 -1.24612 7.60660
H -5.63630 -2.86683 -4.92692
H 2.50696 -0.23735 -3.69449
H -0.58185 1.86988 -1.24677